The following is a quantum chemistry calculation of C5H8S in the gas phase, from OMol25.

XYZ file:
```
14
Properties=species:S:1:pos:R:3:forces:R:3:lowdin_charge:R:1
S -0.3310 -0.1413 1.9301 -0.055 -0.107 0.046 0.844
C -0.3881 -0.5295 0.1904 0.508 1.584 0.342 -0.715
C 0.1363 0.8719 0.4788 -0.142 0.325 0.045 -0.511
C -0.2376 -1.7376 -0.6348 0.279 -0.121 -0.119 -0.101
C -1.5254 -0.9370 -0.6679 -0.090 0.113 -0.001 -0.118
C 1.5088 1.6123 0.4585 -0.674 -1.879 -0.398 -0.097
H 1.7598 1.8660 -0.5719 0.032 0.159 0.029 0.067
H -2.4130 -1.3437 -0.2079 0.022 -0.144 0.121 0.100
H -1.7312 -0.3280 -1.5380 0.100 0.005 -0.074 0.103
H -0.6433 1.6055 0.2689 -0.040 -0.187 -0.009 0.094
H 2.2900 0.9621 0.8568 0.016 0.133 -0.015 0.067
H 0.4094 -1.7173 -1.4980 0.065 0.063 -0.110 0.100
H -0.2677 -2.6907 -0.1287 0.038 -0.044 0.086 0.100
H 1.4330 2.5072 1.0637 -0.058 0.102 0.058 0.066
```
Positions in Å, forces in eV/Å.

For the energy above the lowest of the compared OMol25 structures with the same formula, charge and spin, the calculation gives 1.606 eV. As for the HOMO energy: -8.4249 eV. The structure (SMILES) is C[C@@H]1SC12CC2. Its molar mass is 100.2 g/mol. As for the gap between HOMO and LUMO: 9.44 eV. The total energy comes out at -16148.031 eV.

***

The following is a quantum chemistry calculation of a molecular structure, C22H28ClDyN5O2, from OMol25.

XYZ file:
```
59
Properties=species:S:1:pos:R:3:forces:R:3:lowdin_charge:R:1
Dy -0.1333 -0.0006 0.6044 -1.659 -0.022 1.085 0.953
Cl 2.2115 -0.0422 -0.1364 2.333 -0.059 -0.585 -0.098
O -0.9764 4.3507 -0.3399 0.221 1.164 0.011 0.025
O -0.6817 -4.4067 -0.4563 0.074 -1.139 0.124 0.021
N -0.0745 2.4043 0.3105 -1.431 2.016 -1.662 0.033
N -1.1189 0.1339 7.4366 0.270 -0.026 -1.307 0.041
N 0.3389 0.0816 2.9181 0.376 -0.149 -1.189 -0.134
N -0.9384 0.0783 4.9474 -2.869 -0.196 1.154 0.029
N -0.1700 -2.4533 0.5174 -1.329 -1.957 -1.376 0.044
C -1.5857 -0.0659 -1.2491 -3.317 -0.149 1.807 -0.251
C -0.8973 -3.1043 -0.3691 1.691 1.392 1.849 -0.340
C -0.5494 0.0486 -3.7421 0.097 0.049 -0.061 -0.016
C 0.1502 4.7321 0.5200 -0.730 0.259 -0.016 -0.063
C 0.0035 0.1233 4.1294 3.462 0.295 2.003 -0.378
C -0.4346 -2.4797 -3.8596 0.180 -0.207 -0.467 -0.053
C -2.1192 2.3703 -1.1356 0.170 0.180 0.351 -0.056
C -0.9519 0.1139 6.2759 0.003 0.050 0.112 -0.426
C 1.3534 3.2268 2.1654 -0.020 0.225 0.144 -0.041
C 0.9243 3.4329 0.7215 -0.292 -0.207 0.005 -0.556
C -0.7306 2.5721 -3.7669 0.174 0.237 -0.473 -0.050
C -0.8079 -1.2036 -3.1770 -0.689 -0.264 0.592 -0.229
C -1.5708 1.1622 -1.8559 1.158 -0.341 -1.816 -0.270
C -1.0289 3.0314 -0.3573 2.167 -1.429 1.562 -0.351
C 2.1356 -3.1758 1.1504 0.223 0.045 -0.069 -0.073
C -1.9337 -2.5258 -1.2786 0.147 -0.218 0.320 -0.055
C 0.3130 -4.7673 0.5519 -0.404 -0.437 -0.581 -0.067
C 0.2065 -3.5059 2.7161 -0.147 -0.010 0.181 -0.031
C -0.9498 1.2390 -3.1266 -0.655 0.110 0.593 -0.226
C 0.6489 -3.4591 1.2636 -0.210 0.327 -0.222 -0.552
C 2.1212 3.4163 -0.2143 0.203 -0.206 -0.227 -0.054
C -1.4531 -1.2509 -1.9193 1.206 0.547 -1.820 -0.269
H -2.8049 -2.2969 -0.6408 0.278 -0.014 -0.342 0.135
H 0.4760 3.0981 2.8087 0.208 -0.036 -0.063 0.086
H 2.6368 2.4519 -0.1598 -0.084 0.248 -0.066 0.003
H -0.3136 2.4429 -4.7714 -0.049 0.155 0.087 0.072
H -2.2251 -3.2853 -2.0119 0.093 0.083 0.155 0.119
H -2.8790 2.0491 -0.4024 0.203 0.016 -0.387 0.132
H 1.7923 3.5777 -1.2509 0.108 -0.029 0.181 0.088
H 2.4158 -2.2312 1.6264 -0.082 -0.189 -0.113 0.045
H 0.7014 5.5238 -0.0018 -0.096 -0.256 0.138 0.129
H -0.2672 5.1265 1.4568 0.006 -0.080 -0.214 0.131
H -0.8587 -3.7655 2.7707 0.181 0.103 0.086 0.094
H -2.5731 3.1024 -1.8151 0.122 -0.101 0.205 0.121
H -0.1443 -5.5226 1.2040 0.099 0.192 -0.133 0.127
H 2.8051 4.2266 0.0722 -0.055 -0.137 -0.079 0.089
H -1.6668 3.1403 -3.8509 0.170 -0.076 -0.039 0.078
H 2.6844 -3.9971 1.6310 -0.029 0.141 -0.057 0.088
H -1.3227 -3.0769 -4.1066 0.148 0.064 -0.011 0.079
H 0.2087 -3.1048 -3.2239 -0.110 0.141 -0.130 0.084
H -0.0581 0.0974 -4.7192 -0.070 -0.011 0.281 0.107
H 1.3678 0.1338 2.7839 -0.762 0.012 0.315 0.022
H 2.4218 -3.1253 0.0935 0.045 0.085 0.217 0.078
H 0.3649 -2.5420 3.2097 -0.064 -0.160 -0.091 0.062
H 1.9068 4.1146 2.4980 -0.007 -0.152 0.036 0.088
H 2.0077 2.3537 2.2701 -0.193 0.172 -0.076 0.072
H 1.1636 -5.2143 0.0215 -0.180 0.140 0.106 0.128
H 0.7828 -4.2775 3.2425 -0.098 0.111 -0.008 0.089
H -0.0272 3.1927 -3.1904 -0.152 -0.150 -0.082 0.078
H 0.1041 -2.2687 -4.7886 -0.030 -0.150 0.060 0.071
```
Positions in Å, forces in eV/Å.

As for the multiplicity: 6. As for the HOMO energy (spin up / spin down): -2.7093 / -1.1714 eV. The net charge is -1. Its molar mass is 592.5 g/mol. As for the gap between HOMO and LUMO (spin up / spin down): 5.26 / 3.77 eV. The total energy comes out at -71420.484 eV.

***

The following is a quantum chemistry calculation of a molecular structure, C21H23BEuN5O6P2, from OMol25.

XYZ file:
```
59
Properties=species:S:1:pos:R:3:forces:R:3:lowdin_charge:R:1
Eu 0.4918 -0.3986 0.0376 -0.191 0.951 -0.355 1.471
P 1.8820 -3.3033 -1.3039 0.472 -0.146 0.404 0.294
P 0.1670 -3.1527 1.1978 -0.140 -0.746 0.224 0.280
O 1.5768 -1.8569 -1.4563 0.503 -0.730 -0.890 -0.410
O -0.0028 -4.2619 2.1881 0.010 0.107 -0.224 -0.314
O 1.5189 -2.3140 1.4372 0.705 -0.421 0.408 -0.240
O -0.8312 -2.0905 0.9106 -0.959 -1.152 0.544 -0.394
O 3.0780 -3.7953 -0.5284 -0.258 0.138 -0.161 -0.330
O 1.7997 -4.0613 -2.7344 -0.203 -0.173 -0.013 -0.144
N 2.4566 0.8699 0.1961 1.269 0.725 0.175 -0.030
N 1.0074 -5.4338 0.0736 -0.394 0.084 -0.339 0.158
N -0.9241 -0.1081 -2.0725 -0.502 0.308 -0.885 0.032
N 0.2824 0.6353 2.3818 -0.315 0.410 0.103 0.025
N -0.9192 1.5332 0.0851 -0.905 0.817 -0.519 -0.057
C -0.4424 4.6986 2.0276 -0.068 0.039 -0.237 -0.093
C -3.8270 2.8549 -1.8703 0.093 -0.085 0.046 -0.102
C 0.8446 2.2944 4.5196 -0.005 0.198 0.085 -0.025
C -2.7646 1.0989 -3.1038 -0.120 0.004 -0.177 -0.173
C -3.7602 2.1007 -3.0108 -0.026 -0.005 -0.048 -0.087
C 0.0457 4.2405 3.2136 0.039 -0.235 0.051 -0.071
C -0.8743 -0.8925 -3.1363 0.229 0.285 0.716 -0.151
C -1.7223 -0.7532 -4.2350 -0.418 0.181 -0.448 -0.069
C 3.1076 1.8048 0.3958 0.429 0.584 0.000 -0.224
C -1.8385 0.9128 -2.0502 0.156 -0.525 -0.044 -0.143
C 0.2776 2.8481 3.3484 0.087 0.178 0.112 -0.163
C 0.4905 -4.0746 -0.4063 -0.089 -0.430 0.058 -0.487
C -0.0177 1.9664 2.2901 0.001 -0.272 -0.127 -0.154
C -2.9015 2.6985 -0.8252 -0.131 0.003 -0.198 -0.046
C 1.1026 0.9619 4.6013 -0.001 -0.173 -0.099 -0.058
C -1.8604 1.7705 -0.8885 0.460 0.141 0.916 -0.223
C 0.8103 0.1630 3.4770 0.064 0.011 0.191 -0.138
C -2.6709 0.2383 -4.2227 0.297 -0.179 0.252 -0.023
C -0.6205 2.4515 1.0608 -0.145 0.055 0.149 -0.236
C -0.7748 3.8276 0.9702 0.078 0.107 0.128 -0.042
C -0.8122 -4.2463 -1.1796 0.126 -0.059 0.010 -0.075
B 4.0174 3.1143 0.6482 -0.055 -0.175 0.024 -0.454
H -1.1836 -3.2669 -1.4763 0.024 0.018 0.034 0.071
H 2.3480 -2.7801 1.2084 -0.122 0.128 0.019 0.075
H -0.1071 -1.6577 -3.1111 -0.012 -0.033 -0.031 0.082
H 1.0842 2.9580 5.3445 -0.018 -0.008 -0.032 0.111
H 0.2975 4.9090 4.0281 0.000 -0.022 -0.023 0.099
H -1.1348 4.2470 0.0429 0.011 0.067 0.010 0.099
H -1.6203 -1.4271 -5.0779 -0.018 0.038 0.036 0.096
H 2.0334 -5.3663 0.1006 0.185 0.152 -0.038 0.123
H 1.5430 0.5132 5.4826 -0.010 0.032 -0.020 0.096
H 2.5270 -3.8188 -3.3157 0.097 0.056 -0.032 0.077
H 0.6231 -5.5436 1.0334 -0.075 0.059 0.129 0.113
H 4.0091 3.7893 -0.3763 -0.032 -0.182 0.171 -0.017
H -0.6495 -4.8364 -2.0852 -0.015 -0.022 0.019 0.079
H -0.5756 5.7651 1.8810 -0.018 -0.024 -0.023 0.097
H -4.4633 2.2316 -3.8256 0.028 0.001 0.032 0.095
H 5.1549 2.7309 0.9164 -0.258 0.050 -0.062 -0.019
H -3.3578 0.3700 -5.0514 0.007 0.002 0.019 0.109
H 1.0391 -0.8974 3.4848 0.006 0.000 0.014 0.095
H 0.7213 -6.1795 -0.5571 0.042 -0.003 0.055 0.153
H 3.5289 3.7350 1.5856 0.054 -0.140 -0.149 -0.019
H -3.0115 3.3022 0.0625 -0.008 0.009 -0.011 0.094
H -4.6148 3.5939 -1.7673 0.037 0.002 0.032 0.096
H -1.5836 -4.7126 -0.5632 0.003 0.000 0.017 0.090
```
Positions in Å, forces in eV/Å.

As for the multiplicity: 8. For the energy above the lowest of the compared OMol25 structures with the same formula, charge and spin, the calculation gives 0.000 eV. As for the HOMO energy (spin up / spin down): -2.5250 / -3.8737 eV. The net charge is -1. Its molar mass is 666.2 g/mol. As for the gap between HOMO and LUMO (spin up / spin down): 4.54 / 5.89 eV. The total energy comes out at -80480.159 eV.

***

The following is a quantum chemistry calculation of 2 unconnected molecules or ions with the total composition C6H8NO4S, from OMol25.

XYZ file:
```
20
Properties=species:S:1:pos:R:3:forces:R:3:lowdin_charge:R:1
S 0.6590 -0.6872 -1.7588 -0.572 -0.528 0.680 0.493
O -0.2218 -2.7305 2.4587 -0.397 0.834 -0.315 0.055
O -1.7504 -2.3729 -0.2464 -0.957 1.934 -1.017 0.094
O -2.1133 1.0731 0.0654 0.812 1.226 0.618 -0.027
O -3.1765 -0.2191 -1.3670 0.466 -1.001 -0.716 0.000
N -0.5155 -0.8965 1.0071 -0.116 0.736 -2.040 -0.019
C -1.2679 -1.1130 -0.1156 -0.007 -1.511 -1.161 -0.270
C 0.6309 -0.3566 2.6053 3.017 1.190 2.006 -0.070
C 0.0478 0.2465 -3.1773 -0.073 -0.464 -1.571 -0.595
C -0.1201 -1.5670 2.0985 1.498 -1.950 0.867 -0.444
C 0.1036 0.3942 1.3795 -3.224 -0.820 2.193 -0.114
C -2.2687 0.0486 -0.5888 -1.071 -0.598 0.339 -0.718
H 0.6782 0.8416 0.6041 0.391 0.400 -0.306 0.079
H 0.8599 0.7705 -3.7216 -0.010 -0.143 0.684 -0.001
H 1.8086 -0.3785 2.7255 -2.385 -0.557 -0.414 0.146
H 0.2583 0.0707 3.5753 0.248 -0.515 -0.833 0.115
H -0.8378 0.8626 1.7662 1.520 1.246 -0.970 0.125
H -0.6190 1.0264 -2.7894 -0.303 -0.368 -0.542 0.008
H -1.2660 -3.1234 0.0644 1.172 -0.158 0.779 0.101
H -0.3667 -0.4191 -4.0315 -0.009 1.045 1.717 0.040
```
Positions in Å, forces in eV/Å.

For the energy above the lowest of the compared OMol25 structures with the same formula, charge and spin, the calculation gives 1.905 eV. As for the HOMO energy: -4.2679 eV. The net charge is -1. Its molar mass is 190.2 g/mol. As for the gap between HOMO and LUMO: 7.46 eV. The total energy comes out at -26866.486 eV.

***

total energy of number 3 (C21H23BEuN5O6P2)?
-80480.159 eV